DFT (ωB97M-V/def2-TZVPD) results for a structure of composition C32H43BaClN6O7.

The value obtained for the total energy is -70367.862 eV. For the HOMO-LUMO gap, the calculation gives 5.815 eV.

Structure (ORCA input):
```
! wB97M-V def2-TZVPD RIJCOSX def2/J DEFGRID3
* xyz 0 1
Ba 1.360 1.039 0.815
C 5.333 3.648 1.584
N 4.646 4.005 0.352
C 5.461 4.100 -0.848
C 3.311 3.954 0.301
O 2.589 3.694 1.265
C 2.632 4.197 -1.046
O 1.264 3.862 -0.986
C 0.461 4.799 -0.303
C -0.307 4.160 0.849
O -0.342 2.938 0.970
N -0.992 4.975 1.668
C -1.061 6.414 1.482
C -1.853 4.402 2.694
H 6.037 4.435 1.856
H 5.871 2.707 1.454
H 4.597 3.521 2.371
H 6.468 4.388 -0.557
H 5.084 4.867 -1.524
H 5.505 3.140 -1.369
H 3.072 3.558 -1.812
H 2.772 5.240 -1.356
H -0.277 5.211 -1.003
H 1.061 5.634 0.064
H -0.079 6.836 1.280
H -1.425 6.861 2.404
H -1.747 6.690 0.676
H -1.704 3.328 2.720
H -2.900 4.617 2.473
H -1.602 4.831 3.665
C -3.505 -0.231 -0.552
C -2.890 -0.969 0.605
C -3.455 -2.153 1.081
C -2.808 -2.842 2.104
C -3.394 -4.123 2.639
C -1.622 -2.368 2.648
C -1.015 -1.156 2.224
C -1.721 -0.508 1.173
N 0.169 -0.618 2.596
C 0.865 -0.868 3.860
C 0.040 -1.403 5.040
C 1.416 0.494 4.319
C 2.052 -1.813 3.621
H -4.527 -0.560 -0.737
H -2.933 -0.400 -1.470
H -3.522 0.846 -0.375
H -4.379 -2.535 0.663
H -4.175 -4.507 1.981
H -3.838 -3.971 3.625
H -2.631 -4.896 2.747
H -1.144 -2.982 3.394
H -1.350 0.431 0.763
H -0.901 -0.860 5.143
H 0.614 -1.274 5.961
H -0.186 -2.464 4.962
H 0.595 1.189 4.507
H 2.075 0.941 3.566
H 2.017 0.403 5.227
H 1.693 -2.775 3.250
H 2.629 -1.990 4.533
H 2.728 -1.398 2.867
O 5.606 0.085 -0.423
Cl 4.216 0.143 -0.204
O 3.921 0.634 1.165
O 3.557 -1.114 -0.352
O 3.545 1.098 -1.082
N -1.908 -4.578 -3.655
C -2.489 -5.172 -4.750
C -3.081 -6.414 -4.946
C -3.569 -6.673 -6.211
C -3.473 -5.731 -7.245
C -2.886 -4.499 -7.046
C -2.387 -4.217 -5.775
N -1.764 -3.081 -5.300
C -1.490 -3.332 -4.049
C -0.829 -2.389 -3.147
C -0.475 -2.719 -1.843
C 0.106 -1.750 -1.043
N 0.334 -0.507 -1.459
C 0.031 -0.203 -2.719
C -0.547 -1.100 -3.598
H -1.830 -4.967 -2.732
H -3.159 -7.145 -4.152
H -4.039 -7.627 -6.413
H -3.872 -5.984 -8.219
H -2.809 -3.766 -7.837
H -0.650 -3.697 -1.416
H 0.356 -1.982 -0.013
H 0.248 0.811 -3.034
H -0.797 -0.814 -4.608
*
```

***

DFT (ωB97M-V/def2-TZVPD) results for a cluster of 16 separate species, C32H64Cl32 in total.

The value obtained for the total energy is -434942.587 eV. For the HOMO-LUMO gap, the calculation gives 10.366 eV. The calculation puts the energy relative to the best compared isomer or geometry (same formula, charge and spin) at 38.4 kcal/mol.

Structure (ORCA input):
```
! wB97M-V def2-TZVPD RIJCOSX def2/J DEFGRID3
* xyz 0 1
Cl -3.037 0.409 3.206
C -3.913 1.593 2.362
C -5.186 0.970 1.786
Cl -6.336 0.486 3.081
H -3.267 1.972 1.570
H -4.136 2.415 3.042
H -4.925 0.081 1.211
H -5.762 1.541 1.058
Cl 5.315 3.452 -1.867
C 3.654 3.989 -2.085
C 3.465 4.614 -3.409
Cl 4.495 5.989 -3.739
H 3.355 4.517 -1.179
H 3.033 3.096 -2.021
H 2.525 5.134 -3.597
H 3.600 3.961 -4.271
Cl 2.141 5.086 1.332
C 3.293 6.449 1.325
C 2.905 7.686 0.437
Cl 2.864 7.383 -1.333
H 4.290 6.084 1.079
H 3.219 6.805 2.353
H 3.633 8.475 0.625
H 1.897 8.002 0.707
Cl 0.215 1.572 0.298
C 0.404 -0.170 -0.004
C -0.678 -0.975 0.779
Cl -0.133 -1.193 2.532
H 1.382 -0.475 0.367
H 0.415 -0.362 -1.077
H -0.815 -1.945 0.301
H -1.631 -0.448 0.732
Cl -4.913 -3.878 -5.163
C -4.871 -3.843 -3.333
C -3.981 -5.000 -2.772
Cl -4.736 -6.579 -3.056
H -5.889 -3.897 -2.949
H -4.436 -2.910 -2.975
H -3.839 -4.959 -1.692
H -2.978 -4.917 -3.191
Cl 0.233 -5.106 -4.843
C 1.279 -3.694 -4.299
C 1.157 -2.623 -5.402
Cl 1.537 -3.181 -7.059
H 2.266 -4.135 -4.163
H 0.904 -3.416 -3.314
H 1.830 -1.783 -5.232
H 0.178 -2.187 -5.599
Cl -1.268 1.331 -6.967
C 0.426 1.192 -7.543
C 1.354 1.843 -6.487
Cl 1.311 0.818 -4.973
H 0.460 1.646 -8.534
H 0.473 0.103 -7.560
H 1.058 2.847 -6.182
H 2.349 2.021 -6.896
Cl 5.370 0.442 2.534
C 4.118 -0.772 3.044
C 3.619 -1.749 1.904
Cl 4.952 -2.583 1.045
H 3.273 -0.282 3.527
H 4.653 -1.394 3.761
H 3.064 -1.191 1.150
H 2.902 -2.493 2.253
Cl -3.908 -1.680 8.462
C -3.504 -0.633 7.160
C -3.694 0.863 7.414
Cl -5.352 1.285 7.592
H -4.119 -1.014 6.345
H -2.473 -0.865 6.892
H -3.362 1.373 6.510
H -3.058 1.151 8.252
Cl -2.376 -3.859 4.167
C -3.655 -3.423 2.948
C -2.977 -3.856 1.619
Cl -4.176 -3.320 0.353
H -3.916 -2.368 3.036
H -4.543 -4.030 3.122
H -2.955 -4.945 1.564
H -2.011 -3.394 1.418
Cl 1.610 2.082 3.483
C -0.147 2.384 3.593
C -0.526 2.699 5.076
Cl -0.158 1.450 6.275
H -0.637 1.520 3.146
H -0.297 3.242 2.937
H -1.583 2.962 5.125
H 0.004 3.576 5.446
Cl -3.225 1.009 -1.378
C -2.369 0.855 -2.902
C -2.556 -0.554 -3.525
Cl -1.892 -1.847 -2.415
H -1.317 1.131 -2.836
H -2.741 1.691 -3.494
H -1.971 -0.670 -4.437
H -3.565 -0.802 -3.855
Cl 2.272 -2.336 5.028
C 0.752 -2.619 6.002
C 0.956 -1.978 7.412
Cl -0.530 -2.061 8.412
H 0.446 -3.660 5.894
H 0.052 -2.060 5.380
H 1.369 -0.976 7.296
H 1.666 -2.608 7.948
Cl 3.326 -4.843 -1.725
C 2.168 -6.067 -1.274
C 1.290 -5.549 -0.127
Cl 0.235 -4.205 -0.704
H 2.643 -6.991 -0.944
H 1.608 -6.328 -2.172
H 1.773 -5.188 0.781
H 0.614 -6.343 0.188
Cl -0.315 3.785 -3.074
C -1.304 4.641 -1.850
C -0.804 6.154 -1.501
Cl -1.146 7.374 -2.788
H -1.308 4.002 -0.967
H -2.319 4.765 -2.228
H 0.245 6.085 -1.213
H -1.341 6.564 -0.646
Cl 2.610 -1.160 -2.323
C 4.414 -1.103 -2.393
C 4.806 -0.740 -3.846
Cl 6.522 -0.408 -3.913
H 4.754 -2.101 -2.116
H 4.843 -0.493 -1.598
H 4.276 0.165 -4.145
H 4.739 -1.595 -4.519
*
```

***

DFT (ωB97M-V/def2-TZVPD) results for a cluster of 2 separate species, C4H12O in total.

The SMILES is CCC.CO. The value obtained for the total energy is -6389.208 eV. For the HOMO-LUMO gap, the calculation gives 11.230 eV. The calculation puts the energy relative to the best compared isomer or geometry (same formula, charge and spin) at 21.1 kcal/mol.

Structure (ORCA input):
```
! wB97M-V def2-TZVPD RIJCOSX def2/J DEFGRID3
* xyz 0 1
C 0.855 0.531 0.165
C 2.156 1.343 0.236
C 0.284 0.221 1.553
H 0.138 1.112 -0.413
H 1.114 -0.446 -0.243
H 2.603 1.193 -0.747
H 2.833 1.152 1.066
H -0.522 -0.509 1.619
H 1.118 -0.239 2.113
H 1.933 2.412 0.329
H 0.066 1.029 2.247
C -1.853 -1.032 -1.422
O -2.726 -2.157 -1.545
H -2.991 -2.455 -0.672
H -1.489 -0.771 -2.412
H -2.497 -0.201 -1.130
H -1.022 -1.182 -0.743
*
```

***

DFT (ωB97M-V/def2-TZVPD) results for the ion C3H10NS with charge +1.

The SMILES is C[C@@H]([NH3+])CS. The value obtained for the total energy is -15591.989 eV. For the HOMO-LUMO gap, the calculation gives 10.293 eV. The calculation puts the energy relative to the best compared isomer or geometry (same formula, charge and spin) at 2.6 kcal/mol.

Structure (ORCA input):
```
! wB97M-V def2-TZVPD RIJCOSX def2/J DEFGRID3
* xyz 1 1
C 0.322 -0.623 1.544
C 0.443 0.042 0.175
C -0.630 1.112 -0.042
S -1.296 1.361 -1.716
N 0.266 -1.044 -0.875
H 1.019 -1.465 1.571
H 0.523 0.072 2.342
H -0.673 -1.043 1.685
H 1.443 0.428 0.073
H -0.277 2.081 0.306
H -1.500 0.917 0.591
H -0.211 1.961 -2.233
H 0.486 -0.656 -1.793
H -0.729 -1.260 -0.931
H 0.817 -1.883 -0.696
*
```

***

DFT (ωB97M-V/def2-TZVPD) results for an isolated molecule of C11H17Cl2P.

The SMILES is Cc1ccccc1C[PH3][C@@H](Cl)[C@@H](C)Cl. The value obtained for the total energy is -46014.926 eV. For the HOMO-LUMO gap, the calculation gives 9.006 eV.

Structure (ORCA input):
```
! wB97M-V def2-TZVPD RIJCOSX def2/J DEFGRID3
* xyz 0 1
C -1.768 -0.356 2.220
C -2.177 0.562 1.098
C -3.521 0.637 0.734
C -3.954 1.463 -0.292
C -3.028 2.251 -0.964
C -1.686 2.185 -0.611
C -1.239 1.360 0.424
C 0.226 1.287 0.704
P 1.085 0.016 -0.460
C 1.891 -1.280 -1.640
Cl 2.546 -0.362 -3.027
C 2.980 -2.194 -1.079
C 3.783 -1.652 0.091
Cl 2.233 -3.759 -0.580
H -2.591 -1.015 2.491
H -0.917 -0.983 1.952
H -1.488 0.207 3.112
H -4.242 0.020 1.256
H -4.999 1.496 -0.566
H -3.341 2.904 -1.768
H -0.954 2.796 -1.127
H 0.413 1.021 1.746
H 0.686 2.263 0.532
H 0.178 0.330 -1.500
H 0.850 -1.036 0.465
H 2.300 0.738 -0.438
H 1.070 -1.883 -2.027
H 3.669 -2.454 -1.879
H 3.193 -1.606 1.005
H 4.638 -2.299 0.279
H 4.163 -0.657 -0.147
*
```

***

DFT (ωB97M-V/def2-TZVPD) results for a structure of composition C12H26FO10V.

The value obtained for the total energy is -61742.172 eV. For the HOMO-LUMO gap (spin up / spin down), the calculation gives 6.374 / 5.514 eV. Its expectation value of S² is 6.05.

Structure (ORCA input):
```
! wB97M-V def2-TZVPD RIJCOSX def2/J DEFGRID3
* xyz 0 5
V 31.003 -13.380 6.743
F 29.177 -13.591 7.546
C 33.958 -15.590 8.908
C 32.813 -14.871 8.525
C 32.623 -13.460 9.144
O 31.712 -12.842 8.593
C 33.552 -12.960 10.119
C 34.621 -13.742 10.502
C 34.919 -15.011 9.766
O 35.997 -15.597 9.914
O 35.288 -13.373 11.495
O 31.961 -15.139 7.645
H 34.183 -16.543 8.456
H 33.403 -11.997 10.589
C 29.661 -16.024 5.269
O 30.801 -15.150 5.362
H 29.603 -16.347 4.224
H 29.782 -16.890 5.916
H 28.722 -15.513 5.471
H 31.321 -15.266 4.567
C 27.783 -10.237 8.320
O 28.343 -9.759 7.097
H 28.350 -11.099 8.667
H 27.845 -9.463 9.090
H 26.736 -10.516 8.212
H 27.942 -8.925 6.848
C 29.022 -14.665 10.612
O 28.306 -13.482 10.214
H 30.046 -14.352 10.838
H 28.577 -15.060 11.522
H 29.030 -15.356 9.772
H 28.371 -13.517 9.241
C 28.470 -12.547 4.717
O 29.900 -12.729 4.824
H 27.887 -13.399 5.058
H 28.210 -11.699 5.359
H 28.191 -12.195 3.721
H 30.125 -12.986 3.922
C 25.617 -13.424 8.220
O 24.454 -14.016 7.646
H 25.955 -13.960 9.105
H 26.452 -13.465 7.510
H 25.360 -12.379 8.392
H 24.141 -14.770 8.142
C 31.685 -10.108 6.582
O 30.763 -11.192 6.827
H 31.297 -9.426 5.824
H 31.790 -9.601 7.541
H 32.603 -10.554 6.209
H 29.893 -10.790 6.978
*
```

***

DFT (ωB97M-V/def2-TZVPD) results for a structure of composition C22H26CrN8OS4.

The value obtained for the total energy is -108944.828 eV. For the HOMO-LUMO gap (spin up / spin down), the calculation gives 6.515 / 7.342 eV. The calculation puts the energy relative to the best compared isomer or geometry (same formula, charge and spin) at 0.5 kcal/mol. Its expectation value of S² is 3.78.

Structure (ORCA input):
```
! wB97M-V def2-TZVPD RIJCOSX def2/J DEFGRID3
* xyz 3 4
Cr -0.779 -0.412 0.332
N -3.986 0.609 1.359
C -3.561 -0.630 1.693
N -2.402 -1.137 1.308
C -2.231 -2.441 1.782
C -3.234 -2.886 2.556
S -4.465 -1.688 2.693
C -1.016 -3.101 1.313
C -0.603 -4.366 1.459
S 0.887 -4.625 0.626
C 0.903 -2.987 0.110
N -0.153 -2.292 0.541
N 1.890 -2.498 -0.642
H -3.674 1.005 0.487
H -4.906 0.904 1.649
H -3.338 -3.840 3.049
H -1.084 -5.173 1.989
H 2.676 -3.078 -0.890
H 1.919 -1.521 -0.898
C -3.262 -1.352 -3.305
S -1.651 -1.559 -2.583
O -1.741 -0.631 -1.324
C -0.585 -0.771 -3.726
C -0.814 0.530 -4.172
C 0.095 1.096 -5.046
C 1.212 0.371 -5.460
C 1.430 -0.921 -5.007
C 0.527 -1.504 -4.126
H -3.334 -0.406 -3.834
H -3.983 -1.414 -2.491
H -3.407 -2.187 -3.990
H -1.682 1.091 -3.849
H -0.073 2.094 -5.426
H 1.911 0.818 -6.155
H 2.288 -1.483 -5.352
H 0.667 -2.523 -3.784
C 3.696 0.873 0.736
N 2.837 2.048 0.563
C 1.679 2.101 -0.066
S 0.984 0.704 -0.875
N 1.039 3.257 -0.169
C 1.556 4.546 0.299
H 4.162 0.927 1.717
H 4.472 0.852 -0.026
H 3.094 -0.027 0.671
H 3.241 2.928 0.859
H 0.213 3.253 -0.744
H 2.592 4.687 -0.012
H 1.480 4.631 1.383
H 0.968 5.335 -0.159
N 1.956 2.559 6.520
C 1.489 2.045 5.607
C 0.933 1.418 4.438
C 0.099 2.140 3.585
C -0.372 1.518 2.453
N -0.059 0.247 2.134
C 0.714 -0.453 2.976
C 1.229 0.095 4.134
H -0.176 3.161 3.810
H -1.039 2.048 1.780
H 0.924 -1.480 2.710
H 1.848 -0.502 4.789
*
```

***

Number 1: F_max 1.74 eV/A. Number 2: F_max 2.36 eV/A. Number 3: F_max 1.78 eV/A. Number 4: F_max 0.98 eV/A. Number 5: F_max 0.26 eV/A. Number 6: F_max 3.37 eV/A. Number 7: F_max 0.58 eV/A.